(1)
Computed, not measured: C34H36BrInN4O2P as an isolated structure, with the ωB97M-V functional and the def2-TZVPD basis.

Last column: Mulliken charge in e.
Cartesian coordinates (Å):
1 In 0.03 0.10 -0.21  1.098
2 C -0.18 3.93 -0.76  -1.353
3 C -0.66 3.39 -2.10  0.377
4 C 0.45 3.01 -3.07  -1.370
5 C -1.69 2.27 -1.90  -0.167
6 C -2.66 2.20 -3.08  -0.612
7 O -2.78 0.78 -3.35  -0.360
8 C -1.92 0.11 -2.63  0.901
9 N -1.18 0.86 -1.84  -0.271
10 C -2.06 -1.36 -2.83  0.498
11 C -2.71 -1.72 -4.02  -1.018
12 C -2.95 -3.05 -4.35  -0.837
13 C -2.55 -4.06 -3.49  -0.793
14 C -1.91 -3.73 -2.31  -0.904
15 C -1.66 -2.41 -1.96  0.715
16 P -1.00 -2.18 -0.30  0.968
17 C -2.39 -2.10 0.84  0.691
18 C -3.00 -0.88 1.13  -0.018
19 C -4.14 -0.84 1.92  -0.906
20 C -4.67 -2.02 2.41  -0.705
21 C -4.08 -3.24 2.11  -0.832
22 C -2.95 -3.28 1.32  -0.167
23 C 0.18 -3.45 0.13  0.660
24 C 0.20 -4.03 1.40  -0.548
25 C 1.18 -4.96 1.71  -0.870
26 C 2.13 -5.31 0.76  -0.591
27 C 2.12 -4.73 -0.50  -0.778
28 C 1.14 -3.81 -0.82  -0.851
29 H 0.61 4.67 -0.90  0.490
30 H 0.21 3.14 -0.10  -0.093
31 H -0.99 4.42 -0.22  0.434
32 H -1.22 4.19 -2.58  0.336
33 H 1.19 2.33 -2.63  0.139
34 H 0.98 3.90 -3.40  0.459
35 H 0.06 2.51 -3.97  0.394
36 H -2.21 2.44 -0.96  0.536
37 H -2.28 2.68 -3.98  0.417
38 H -3.66 2.58 -2.85  0.274
39 H -3.02 -0.96 -4.72  0.557
40 H -3.44 -3.28 -5.28  0.448
41 H -2.74 -5.10 -3.75  0.496
42 H -1.60 -4.53 -1.64  0.467
43 H -2.64 0.05 0.70  0.351
44 H -4.62 0.11 2.13  0.498
45 H -5.57 -1.99 3.03  0.455
46 H -4.52 -4.16 2.48  0.483
47 H -2.51 -4.24 1.07  0.541
48 H -0.53 -3.75 2.15  0.579
49 H 1.19 -5.42 2.69  0.501
50 H 2.89 -6.05 1.01  0.457
51 H 2.85 -5.02 -1.24  0.465
52 H 1.12 -3.38 -1.82  0.450
53 Br 0.91 -0.08 6.63  -0.019
54 C 0.56 -0.07 4.81  0.163
55 C 1.35 -0.80 3.93  -0.810
56 C 1.06 -0.77 2.59  -0.268
57 N 0.03 -0.07 2.08  0.142
58 C -0.74 0.63 2.94  -0.296
59 C -0.51 0.66 4.30  -0.849
60 H 2.18 -1.39 4.29  0.542
61 H 1.66 -1.35 1.89  0.541
62 H -1.58 1.18 2.52  0.579
63 H -1.16 1.24 4.94  0.515
64 N 1.68 1.33 0.19  -0.462
65 C 2.41 2.25 0.18  0.633
66 N 3.22 3.24 0.16  0.151
67 C 4.44 3.24 -0.72  -0.527
68 C 5.66 3.26 0.19  -0.557
69 O 5.60 4.34 1.09  -0.365
70 C 4.51 4.23 1.98  -0.675
71 C 3.20 4.31 1.21  -0.500
72 H 4.38 4.15 -1.32  0.301
73 H 4.41 2.37 -1.36  0.485
74 H 6.55 3.39 -0.42  0.382
75 H 5.75 2.30 0.73  0.307
76 H 4.57 5.06 2.68  0.395
77 H 4.56 3.29 2.54  0.323
78 H 3.12 5.25 0.67  0.310
79 H 2.32 4.17 1.84  0.467

Values from the calculation:
Multiplicity: 1
Total charge: +3
ΔE to the lowest compared entry with this formula, charge and spin, kJ/mol: 88.2
HOMO energy, eV: -17.001

(2)
Computed, not measured: a 3-piece molecular cluster, C22H28N4O7 overall, with the ωB97M-V functional and the def2-TZVPD basis.

Last column: natural (NBO) charge in e.
Cartesian coordinates (Å):
1 C 5.99 -2.67 0.00  -0.741
2 C 4.93 -2.13 -1.18  0.805
3 O 3.59 -2.11 -1.00  -0.584
4 O 5.60 -1.66 -2.44  -0.564
5 C 5.32 -0.21 -2.64  -0.090
6 C 5.97 0.74 -1.46  -0.449
7 C 4.86 1.88 -1.05  -0.417
8 C 3.72 1.37 0.02  -0.441
9 C 2.27 1.18 -0.75  -0.093
10 O 1.10 1.40 0.13  -0.544
11 C -0.04 0.83 -0.64  0.885
12 O -0.53 1.55 -1.70  -0.574
13 N -0.65 -0.51 -0.32  -0.183
14 C -2.04 -0.38 0.30  -0.282
15 C -3.12 -0.93 -0.85  -0.102
16 O -2.42 -0.81 -2.14  -0.523
17 C -3.29 -0.27 -3.20  0.617
18 O -4.61 -0.38 -3.29  -0.582
19 O 0.17 -1.27 0.45  -0.333
20 C 0.23 -2.66 -0.05  0.491
21 N 0.18 -3.71 -0.84  -0.321
22 H 5.79 -2.14 1.03  0.255
23 H 7.10 -2.46 -0.38  0.246
24 H 5.77 -3.83 0.11  0.261
25 H 5.85 0.08 -3.67  0.212
26 H 4.16 0.01 -2.76  0.201
27 H 6.88 1.32 -1.96  0.220
28 H 6.40 0.15 -0.54  0.219
29 H 4.40 2.33 -2.03  0.214
30 H 5.46 2.76 -0.52  0.220
31 H 3.56 2.25 0.81  0.231
32 H 4.12 0.39 0.54  0.225
33 H 2.15 0.09 -1.22  0.209
34 H 2.22 1.97 -1.64  0.194
35 H -2.10 -0.98 1.30  0.266
36 H -2.24 0.76 0.48  0.223
37 H -4.07 -0.27 -0.73  0.236
38 H -3.27 -2.07 -0.63  0.209
39 H -2.74 0.28 -4.11  0.179
40 C -4.82 4.91 -2.29  -0.168
41 C -5.73 4.94 -1.23  -0.265
42 C -5.68 3.93 -0.29  0.031
43 N -4.80 2.90 -0.35  -0.427
44 C -3.93 2.90 -1.39  0.032
45 C -3.91 3.87 -2.37  -0.248
46 H -4.83 5.70 -3.04  0.216
47 H -6.46 5.74 -1.14  0.220
48 H -6.36 3.91 0.55  0.193
49 H -3.24 2.06 -1.41  0.193
50 H -3.19 3.82 -3.18  0.223
51 C -1.85 -3.58 6.03  -0.162
52 C -3.02 -2.84 5.89  -0.263
53 C -3.34 -2.35 4.63  0.034
54 N -2.57 -2.55 3.53  -0.433
55 C -1.44 -3.26 3.71  0.033
56 C -1.04 -3.79 4.93  -0.261
57 H -1.58 -3.97 7.00  0.218
58 H -3.68 -2.65 6.73  0.223
59 H -4.24 -1.77 4.46  0.197
60 H -0.83 -3.40 2.82  0.196
61 H -0.12 -4.37 5.01  0.223

Values from the calculation:
Multiplicity: 1
ΔE to the lowest compared entry with this formula, charge and spin, kJ/mol: 1670.4
HOMO energy, eV: -9.620
Structure (SMILES): CC(=O)OCCCCCOC(=O)N(CCOC=O)OC#N.c1ccncc1.c1ccncc1

(3)
Computed, not measured: C16H16Cl2FNO2OsSi as an isolated structure, with the ωB97M-V functional and the def2-TZVPD basis.

Last column: natural (NBO) charge in e.
Cartesian coordinates (Å):
1 Os 12.52 8.58 5.17  1.327
2 C 16.67 9.14 4.64  -1.102
3 Si 14.97 8.42 4.82  1.591
4 C 14.63 7.30 3.36  -1.144
5 C 14.91 7.56 6.49  -1.155
6 N 13.70 9.82 4.76  -0.713
7 C 13.62 11.20 4.66  0.018
8 C 14.77 11.97 4.93  -0.160
9 C 14.58 13.34 5.25  -0.189
10 C 13.31 13.95 5.28  -0.130
11 C 12.18 13.16 5.02  -0.262
12 C 12.34 11.85 4.64  0.396
13 F 11.21 11.12 4.21  -0.348
14 H 17.33 8.26 4.63  0.273
15 H 16.96 9.75 5.47  0.259
16 H 16.88 9.70 3.74  0.269
17 H 15.64 7.16 2.85  0.298
18 H 13.92 7.67 2.66  0.260
19 H 14.20 6.29 3.72  0.265
20 H 15.81 6.96 6.74  0.317
21 H 14.19 6.68 6.59  0.265
22 H 14.62 8.24 7.29  0.268
23 H 15.73 11.50 4.99  0.236
24 H 15.47 13.91 5.49  0.245
25 H 13.19 15.00 5.56  0.254
26 H 11.22 13.60 5.07  0.252
27 Cl 5.61 6.34 5.06  0.235
28 C 7.18 7.00 4.99  0.019
29 C 7.27 8.44 4.82  -0.176
30 C 8.49 9.10 4.96  -0.027
31 Cl 8.43 10.78 5.20  0.199
32 C 9.70 8.36 5.29  0.427
33 O 10.69 8.97 5.85  -0.572
34 C 9.63 6.91 5.27  -0.274
35 C 10.82 6.18 5.37  0.461
36 O 11.96 6.69 5.09  -0.617
37 C 8.37 6.28 5.24  -0.037
38 H 6.44 9.07 4.76  0.274
39 H 10.88 5.08 5.51  0.228
40 H 8.31 5.20 5.19  0.269

Values from the calculation:
Multiplicity: 5
Total charge: +2
ΔE to the lowest compared entry with this formula, charge and spin, kJ/mol: 217.6
HOMO energy (alpha / beta), eV: -14.093 / -14.739
⟨S²⟩: 6.06

(4)
Computed, not measured: one molecule with the formula C3H6N2O, with the ωB97M-V functional and the def2-TZVPD basis.

Last column: natural (NBO) charge in e.
Cartesian coordinates (Å):
1 N -1.91 -0.21 0.51  -0.838
2 C -1.06 0.38 -0.40  0.780
3 O -1.38 1.31 -1.12  -0.617
4 N 0.18 -0.25 -0.47  -0.457
5 C 1.45 0.41 -0.60  -0.223
6 C 1.15 -0.48 0.57  -0.246
7 H -1.67 -1.13 0.84  0.388
8 H -2.89 -0.05 0.33  0.401
9 H 2.07 0.05 -1.41  0.204
10 H 1.50 1.48 -0.40  0.208
11 H 1.56 -1.49 0.61  0.201
12 H 1.01 0.00 1.54  0.201

Values from the calculation:
Multiplicity: 1
ΔE to the lowest compared entry with this formula, charge and spin, kJ/mol: 118.5
HOMO energy, eV: -9.761
Structure (SMILES): NC(=O)N1CC1

(5)
Computed, not measured: C40H31FN2O8S as an isolated structure, with the ωB97M-V functional and the def2-TZVPD basis.

Last column: Mulliken charge in e.
Cartesian coordinates (Å):
1 C -3.75 3.50 5.79  -0.038
2 C -4.57 3.49 4.90  -0.439
3 C -5.44 3.32 3.62  -0.754
4 C -4.46 3.11 2.38  -0.024
5 C -3.35 2.06 2.72  -1.065
6 C -2.58 1.53 1.46  0.151
7 C -1.96 2.34 0.45  0.297
8 C -2.02 3.91 0.55  0.235
9 C -3.27 4.38 -0.29  -1.489
10 F -0.81 4.39 -0.03  -0.255
11 C -1.26 1.75 -0.73  -0.702
12 C -1.17 0.33 -0.96  -0.073
13 C -0.45 -0.13 -2.25  -0.401
14 C 0.02 -1.58 -2.26  -0.797
15 C 0.12 -2.78 -2.46  0.099
16 C -1.81 -0.53 0.05  0.533
17 N -1.88 -1.90 0.01  -0.509
18 S -2.70 -2.33 1.38  0.088
19 N -3.04 -0.87 2.12  -0.662
20 C -2.50 0.05 1.26  0.709
21 H -2.92 3.28 6.47  0.375
22 H -6.12 2.46 3.77  0.339
23 H -6.02 4.26 3.50  0.383
24 H -5.02 2.80 1.47  0.339
25 H -4.06 4.13 2.17  -0.092
26 H -3.80 1.15 3.20  0.442
27 H -2.57 2.46 3.42  0.341
28 H -2.09 4.14 1.63  0.548
29 H -2.90 4.73 -1.28  0.443
30 H -4.00 3.55 -0.42  0.349
31 H -3.78 5.24 0.22  0.294
32 H -0.82 2.48 -1.44  0.271
33 H -1.06 0.14 -3.16  0.359
34 H 0.47 0.50 -2.34  0.331
35 H 0.34 -3.85 -2.42  0.447
36 C 2.16 3.94 0.16  -0.233
37 C 2.78 5.11 0.26  -0.402
38 C 4.26 5.20 0.21  0.227
39 O 4.83 6.27 0.30  -0.562
40 C 5.01 3.94 0.03  -0.511
41 C 4.39 2.77 -0.07  -0.425
42 C 2.91 2.67 -0.01  0.163
43 O 2.34 1.60 -0.10  -0.521
44 H 1.08 3.85 0.21  0.868
45 H 2.24 6.05 0.39  0.651
46 H 6.09 4.03 -0.01  0.407
47 H 4.93 1.83 -0.19  0.431
48 C -1.63 -8.37 -0.76  -0.372
49 C -1.39 -7.39 -1.63  -0.466
50 C -0.03 -6.83 -1.80  0.453
51 O 0.19 -5.93 -2.59  -0.617
52 C 1.06 -7.42 -0.98  -0.384
53 C 0.82 -8.40 -0.12  -0.374
54 C -0.54 -8.96 0.06  0.345
55 O -0.76 -9.86 0.84  -0.556
56 H -2.62 -8.79 -0.62  0.419
57 H -2.18 -6.95 -2.23  0.446
58 H 2.04 -7.00 -1.12  0.533
59 H 1.60 -8.84 0.49  0.527
60 C 0.06 9.59 1.17  -0.477
61 C -1.18 10.04 0.96  -0.532
62 C -2.21 9.18 0.34  0.182
63 O -3.34 9.59 0.15  -0.554
64 C -1.82 7.80 -0.03  -0.408
65 C -0.59 7.35 0.17  -0.093
66 C 0.45 8.21 0.79  0.522
67 O 1.58 7.80 0.99  -0.578
68 H 0.83 10.20 1.62  0.433
69 H -1.48 11.05 1.23  0.405
70 H -2.59 7.19 -0.48  0.522
71 H -0.29 6.35 -0.10  0.459
72 C 4.34 -10.95 -2.80  -0.463
73 C 3.82 -9.97 -2.06  -0.077
74 C 4.62 -8.79 -1.68  0.515
75 O 4.15 -7.89 -1.01  -0.541
76 C 6.02 -8.73 -2.16  -0.391
77 C 6.54 -9.71 -2.90  -0.377
78 C 5.74 -10.90 -3.27  0.292
79 O 6.21 -11.79 -3.95  -0.536
80 H 3.77 -11.83 -3.08  0.422
81 H 2.80 -10.00 -1.70  0.334
82 H 6.59 -7.86 -1.87  0.423
83 H 7.57 -9.69 -3.25  0.401

Values from the calculation:
Multiplicity: 1
HOMO energy, eV: -8.490

(6)
Computed, not measured: C24H27BrN2OTc as an isolated structure, with the ωB97M-V functional and the def2-TZVPD basis.

Last column: natural (NBO) charge in e.
Cartesian coordinates (Å):
1 Tc 1.23 -0.46 -0.67  0.488
2 O 2.18 -5.70 -2.14  -0.582
3 C 1.53 -4.59 -1.84  0.430
4 C 0.12 -4.48 -1.91  -0.297
5 C -0.50 -3.29 -1.59  0.086
6 N 0.29 -2.26 -1.22  -0.475
7 C 1.57 -2.39 -1.14  0.211
8 Br 3.27 0.67 -0.75  0.008
9 C 2.32 -3.50 -1.44  -0.299
10 H 1.60 -6.42 -2.43  0.519
11 H -0.48 -5.32 -2.22  0.270
12 H -1.57 -3.15 -1.63  0.243
13 H 3.39 -3.56 -1.37  0.288
14 C -1.58 5.37 0.24  -0.653
15 C -1.40 3.89 0.41  -0.035
16 C -1.71 3.28 1.66  0.150
17 C -1.56 1.90 1.96  -0.055
18 C -1.97 1.37 3.31  -0.648
19 C -1.06 1.12 0.98  -0.019
20 C -0.76 1.65 -0.36  0.202
21 C -0.96 3.08 -0.58  -0.046
22 N -0.31 0.81 -1.25  -0.292
23 C -0.47 0.88 -2.77  0.123
24 C 0.79 0.29 -3.41  -0.664
25 C -1.70 -0.02 -3.01  -0.605
26 C -0.72 2.25 -3.38  -0.650
27 H -1.41 5.91 1.17  0.259
28 H -2.61 5.58 -0.08  0.274
29 H -0.91 5.76 -0.52  0.256
30 H -2.09 3.93 2.45  0.256
31 H -3.01 1.62 3.52  0.269
32 H -1.35 1.83 4.09  0.263
33 H -1.85 0.29 3.36  0.234
34 H -1.01 0.04 1.09  0.228
35 H -0.64 3.52 -1.51  0.254
36 H 1.05 -0.72 -3.07  0.209
37 H 1.65 0.96 -3.33  0.256
38 H 0.59 0.15 -4.47  0.292
39 H -1.47 -1.06 -2.80  0.217
40 H -1.96 0.07 -4.06  0.268
41 H -2.56 0.30 -2.42  0.233
42 H 0.12 2.94 -3.25  0.233
43 H -1.66 2.71 -3.06  0.236
44 H -0.81 2.09 -4.46  0.274
45 C 1.20 -0.76 1.03  0.457
46 C 1.34 -1.09 2.36  -0.264
47 C 0.33 -1.83 3.03  -0.123
48 C 0.54 -2.18 4.35  -0.210
49 C 1.72 -1.80 4.99  -0.046
50 C 2.71 -1.06 4.33  -0.208
51 C 2.53 -0.70 3.02  -0.087
52 H -0.57 -2.13 2.51  0.232
53 H -0.20 -2.76 4.88  0.264
54 H 1.88 -2.08 6.02  0.262
55 H 3.62 -0.79 4.86  0.268
56 H 3.29 -0.14 2.48  0.247

Values from the calculation:
Multiplicity: 1
Total charge: +3
ΔE to the lowest compared entry with this formula, charge and spin, kJ/mol: 86.7
HOMO energy, eV: -18.012